A structure of composition C47H42LuN7O2S3 in a non-equilibrium geometry, computed with wB97M-V/def2-TZVPD.

```
102
Properties=species:S:1:pos:R:3:lowdin_charge:R:1
Lu 1.290 0.345 0.052 1.3434
S -0.383 -1.925 0.571 0.7876
S -1.373 1.059 -0.921 0.6710
S -0.398 0.843 2.354 0.6977
O 2.531 -1.403 0.268 -0.1832
O 1.313 -0.278 -1.850 -0.3160
N 3.015 0.696 1.880 0.0149
N -2.248 -2.604 2.283 -0.0857
N 3.447 1.349 -0.735 0.0404
N -2.867 0.048 2.828 -0.0749
N 0.887 2.837 -0.108 0.0012
N 0.095 2.968 -2.315 0.0218
N -1.518 2.030 -3.424 -0.1093
C 2.137 -3.813 -3.846 -0.0662
C 4.286 0.954 1.477 -0.1485
C 2.834 0.297 3.128 -0.1271
C -5.758 2.329 0.575 -0.0652
C 2.357 -2.447 -1.847 -0.1012
C -4.154 -4.755 -1.886 -0.0717
C 4.510 1.324 0.100 -0.1441
C 2.890 -2.314 -0.510 -0.3450
C -4.585 1.940 1.205 -0.0398
C -2.849 -4.260 0.527 -0.2257
C 1.486 4.744 -1.398 0.0200
C -2.657 1.186 -3.772 -0.0126
C 3.875 0.156 4.054 -0.0144
C -4.544 1.828 2.593 -0.2330
C -2.136 -4.705 -0.579 -0.0599
C 5.150 0.448 3.661 0.0209
C 6.905 1.543 0.584 -0.0009
C 1.378 -2.790 -4.434 -0.0447
C -6.853 2.505 2.709 -0.0618
C 6.704 1.171 1.861 0.0001
C -4.224 -4.070 0.418 -0.0404
C -5.679 2.109 3.340 -0.0401
C -1.483 -1.646 1.786 -0.6405
C 0.842 3.522 -1.240 -0.2605
C 1.114 -1.626 -3.755 -0.0004
C 1.583 -1.421 -2.447 -0.3202
C 5.805 1.621 -0.335 -0.1283
C 1.497 3.400 0.947 -0.1494
C -0.923 2.034 -2.213 -0.6638
C 3.912 -3.277 0.010 0.0160
C 2.179 5.270 -0.324 -0.0172
C -1.674 -0.244 2.357 -0.6561
C -3.266 -2.282 3.289 -0.0932
C 0.109 3.495 -3.617 -0.0249
C -3.912 -0.987 2.899 -0.0832
C -3.272 1.395 3.278 -0.0994
C -0.885 2.911 -4.288 -0.0161
C 2.623 -3.627 -2.582 -0.0202
C 3.641 1.668 -2.001 -0.1053
C 4.894 2.002 -2.521 -0.0143
C 5.978 1.974 -1.685 0.0229
C -2.129 -4.003 1.834 -0.1099
C -6.894 2.611 1.327 -0.0678
C 5.385 0.858 2.337 -0.1286
C -4.874 -4.310 -0.783 -0.0674
C -2.785 -4.956 -1.781 -0.0650
C 2.169 4.599 0.893 -0.0248
H 1.818 0.079 3.424 0.0532
H 4.713 -3.436 -0.710 0.1007
H -2.220 -5.310 -2.634 0.1087
H -1.071 -4.233 1.723 0.1036
H -4.648 -0.678 3.638 0.1432
H -2.809 -2.211 4.279 0.1482
H -5.651 2.028 4.422 0.1176
H -2.328 0.171 -3.988 0.0977
H -1.064 -4.849 -0.503 0.1048
H -5.788 2.419 -0.503 0.1056
H -4.001 -3.080 3.311 0.1298
H 7.534 1.102 2.554 0.1276
H 3.653 -0.172 5.061 0.1201
H -3.418 1.352 4.359 0.1407
H 1.440 2.847 1.875 0.0699
H -1.195 3.036 -5.312 0.1377
H 0.534 -0.829 -4.204 0.1135
H 2.767 1.638 -2.643 0.1094
H -3.144 1.611 -4.646 0.1000
H 2.342 -4.728 -4.386 0.1123
H -5.945 -4.168 -0.854 0.1100
H -4.415 -1.075 1.935 0.1467
H 3.213 -4.410 -2.124 0.1138
H 0.829 4.213 -3.957 0.1207
H 0.998 -2.918 -5.441 0.1161
H 5.983 0.364 4.349 0.1322
H 4.993 2.258 -3.568 0.1190
H 2.655 5.001 1.771 0.1211
H 2.697 6.215 -0.430 0.1257
H -2.452 2.075 3.075 0.0789
H -4.808 -3.751 1.276 0.1056
H 7.899 1.782 0.226 0.1272
H 4.317 -2.891 0.942 0.0914
H -7.733 2.729 3.297 0.1124
H -2.532 -4.619 2.636 0.1381
H 3.445 -4.245 0.209 0.1074
H 6.970 2.212 -2.052 0.1321
H -4.663 -4.953 -2.821 0.1094
H -3.352 1.157 -2.940 0.0722
H 1.440 5.292 -2.326 0.1106
H -7.808 2.917 0.835 0.1111
H -3.695 1.731 0.617 0.0641
```

Summary:
HOMO level (Ha): -0.4573
Calculated total energy (eV): -130068.4648
E_LUMO (eV): -5.2
Charge: +2
Multiplicity: 1

=====

A structure of composition C47H42N8O2S4Tc in a non-equilibrium geometry, computed with wB97M-V/def2-TZVPD.

```
104
Properties=species:S:1:pos:R:3:lowdin_charge:R:1
Tc 0.639 -0.284 0.828 0.7187
S 1.204 0.633 -1.282 0.6802
S -0.078 -2.621 -1.224 0.6482
S 1.695 1.548 1.800 0.5780
S -1.282 1.031 0.692 0.6619
O -0.909 -1.587 -0.612 -0.4229
O 0.802 -2.280 -2.287 -0.2793
N 0.537 0.201 3.838 0.0342
N 2.897 -1.757 1.747 0.1452
N 0.774 -3.020 0.135 -0.0879
N -0.325 1.799 -3.105 -0.1015
N 0.809 2.398 4.250 0.1435
N 1.054 3.544 3.776 0.0747
N 0.533 -0.821 2.991 -0.0922
N -2.546 1.977 -1.442 -0.1093
C 2.669 -4.629 -0.034 0.0325
C -0.842 -4.601 -2.880 -0.0381
C 3.246 -1.939 4.181 -0.1040
C 3.054 -4.099 2.763 -0.2282
C 0.779 1.713 -4.060 -0.1189
C 3.929 -5.050 2.029 0.0136
C 3.344 -1.262 2.835 -0.0721
C -2.715 2.028 -2.886 -0.0921
C -2.397 6.966 -1.372 -0.0755
C 1.791 -1.895 4.832 -0.1221
C 2.411 -4.110 4.941 -0.0935
C -3.337 -7.454 -2.713 -0.0313
C -2.527 -6.249 -2.341 -0.2432
C 3.537 -3.460 4.091 -0.0812
C 1.652 -3.108 5.586 0.1376
C -2.726 -5.621 -1.107 -0.0170
C -2.002 -4.500 -0.752 -0.0482
C -0.828 -0.624 -6.578 -0.0713
C 1.068 4.652 5.934 0.0048
C 1.696 -4.398 3.469 0.0045
C -1.478 6.117 -0.768 -0.0789
C 0.810 7.040 5.987 -0.0305
C -3.064 4.305 -0.889 -0.2187
C -1.057 -4.009 -1.645 -0.2962
C 0.334 1.111 -5.375 -0.2273
C 1.002 4.702 4.538 -0.2084
C 0.695 1.693 -6.583 -0.0365
C -1.583 -5.721 -3.219 -0.0104
C -1.386 1.457 -0.977 -0.6438
C 3.766 -5.243 0.717 -0.0338
C -0.265 1.312 -1.850 -0.6137
C 0.978 5.826 6.649 -0.0426
C -0.459 -0.041 -7.783 -0.0755
C 2.334 -3.072 1.860 -0.2997
C -1.469 2.600 -3.523 -0.0902
C -3.401 2.850 -0.629 -0.1125
C 0.923 1.370 3.413 -0.7035
C -3.641 6.483 -1.742 -0.0642
C -1.810 4.794 -0.526 -0.0498
C 1.966 -3.647 0.522 -0.2045
C 0.758 7.084 4.598 -0.0463
C -3.972 5.154 -1.507 -0.0374
C 0.305 1.115 -7.783 -0.0666
C 1.138 -3.174 2.866 -0.0467
C 0.868 5.921 3.866 0.0039
C 0.864 -1.997 3.539 -0.1281
C -0.427 -0.055 -5.380 -0.0413
H 1.566 1.096 -3.631 0.0779
H 1.047 5.804 7.728 0.1202
H -2.986 -7.896 -3.643 0.0832
H 2.428 -5.022 -1.013 0.1269
H -1.544 2.562 -4.608 0.1361
H 0.900 -3.269 6.347 0.1522
H 0.723 7.954 6.558 0.1211
H 4.557 -3.704 4.374 0.1629
H 0.821 5.938 2.783 0.1211
H -0.502 6.489 -0.483 0.1013
H 3.936 -1.459 4.876 0.1576
H 1.519 -0.957 5.314 0.1465
H 4.719 -5.547 2.579 0.1218
H 3.787 -0.271 2.789 0.1085
H -1.091 4.129 -0.056 0.1011
H 1.240 3.624 2.768 0.1013
H -3.464 -6.015 -0.419 0.1261
H -4.443 2.648 -0.876 0.1327
H -0.109 -4.172 -3.551 0.1181
H -2.881 1.014 -3.259 0.1401
H 1.187 2.716 -4.221 0.1394
H -2.175 -4.004 0.196 0.1187
H -1.324 3.639 -3.208 0.1387
H -4.361 7.140 -2.212 0.1117
H 0.598 1.572 -8.719 0.1105
H -0.762 -0.491 -8.719 0.1087
H 4.414 -5.930 0.189 0.1176
H -0.698 -0.521 -4.438 0.1090
H -1.421 -6.186 -4.183 0.1240
H 2.611 -5.054 5.438 0.1668
H -3.244 2.611 0.420 0.0839
H -4.947 4.782 -1.800 0.1170
H 0.126 -3.021 0.923 0.0951
H -3.586 2.633 -3.126 0.1348
H 0.631 8.028 4.086 0.1201
H 1.194 3.696 6.423 0.1167
H -1.426 -1.527 -6.573 0.1052
H -4.384 -7.174 -2.843 0.0960
H -3.298 -8.209 -1.929 0.0913
H 1.158 -5.341 3.434 0.1683
H 1.288 2.600 -6.590 0.1159
H -2.142 8.004 -1.546 0.1091
```

Summary:
Expectation value of S²: 3.88
HOMO level (alpha / beta) (Ha): -0.3949 / -0.4508
Calculated total energy (eV): -110955.5318
E_LUMO (alpha / beta) (eV): -7.1 / -7.1
Charge: +2
Multiplicity: 4

=====

- The highest multiplicity belongs to which entry?
  C47H42N8O2S4Tc

=====

- Which of these has the lowest multiplicity?
  C47H42LuN7O2S3